No. 1
Computed, not measured: a single C4H5NO2 molecule, with ωB97M-V/def2-TZVPD.

Geometry as XYZ:
```
12
Properties=species:S:1:pos:R:3:mulliken_charge:R:1
O 1.17 0.46 -1.04 -0.388
O -1.42 -0.57 1.12 -0.170
N -0.77 0.39 1.86 -0.338
C 0.19 0.86 1.13 -0.590
C 0.22 0.17 -0.09 0.777
C 1.17 -0.41 -2.12 -0.661
C -0.85 -0.65 -0.09 -0.200
H -1.39 -1.32 -0.81 0.372
H 0.16 -0.39 -2.61 0.269
H 1.48 -1.48 -1.81 0.292
H 1.84 0.02 -2.94 0.225
H 0.91 1.51 1.59 0.411
```

Summary:
max |F|: 2.42 eV Å⁻¹
ΔE to the lowest compared entry with this formula, charge and spin: 282.2 kJ/mol
SMILES string: COc1cnoc1
total charge: 0
HOMO-LUMO gap: 10.09 eV
E_LUMO: 0.833 eV

---

No. 2
Computed, not measured: a single C7H5N5 molecule, with ωB97M-V/def2-TZVPD.

Geometry as XYZ:
```
17
Properties=species:S:1:pos:R:3:mulliken_charge:R:1
N 0.32 -1.12 -0.59 -0.526
N -1.28 0.09 3.43 -0.395
N -1.67 -3.31 1.15 -0.409
N -0.39 1.08 -3.14 -0.469
N -0.11 0.96 0.32 -0.339
C -1.07 -2.36 0.86 0.006
C -1.21 0.03 2.28 -0.183
C 2.01 0.66 -0.85 -1.476
C 0.52 0.32 -0.82 1.259
C 0.06 0.72 -2.14 -0.092
C -0.50 -1.21 0.35 0.314
C -1.15 0.10 0.84 0.691
H 2.52 0.22 -1.85 0.325
H 2.64 0.26 0.11 0.294
H 2.13 1.67 -0.79 0.408
H -0.47 1.88 0.28 0.299
H -2.32 -0.01 0.57 0.293
```

Summary:
max |F|: 5.54 eV Å⁻¹
ΔE to the lowest compared entry with this formula, charge and spin: 324.8 kJ/mol
SMILES string: C[C@@]1(C#N)N=C(C#N)[C@@H](C#N)N1
total charge: 0
HOMO-LUMO gap: 10.42 eV
E_LUMO: -0.865 eV

---

No. 3
Computed, not measured: a gas-phase ion, C4H10NO2 (charge +1), with ωB97M-V/def2-TZVPD.

Geometry as XYZ:
```
17
Properties=species:S:1:pos:R:3:mulliken_charge:R:1
O 2.35 0.73 0.78 -0.544
O -2.12 0.74 -1.01 -0.527
N -0.35 1.28 0.77 -0.321
C -1.27 -0.44 -0.87 -0.831
C 2.16 -0.50 0.82 -0.044
C 0.86 -0.92 0.20 -0.691
C 0.03 0.12 -0.24 0.300
H -0.90 1.98 0.30 0.368
H 0.35 -1.82 0.69 0.430
H 1.33 -1.54 -0.73 0.321
H 0.46 1.70 1.23 0.380
H -1.01 -1.02 -1.72 0.477
H -0.98 0.88 1.56 0.389
H 2.75 -1.21 1.43 0.406
H -1.75 -1.20 -0.18 0.340
H -2.37 0.58 -1.96 0.359
H 0.46 0.65 -1.06 0.185
```

Summary:
max |F|: 6.69 eV Å⁻¹
ΔE to the lowest compared entry with this formula, charge and spin: 238.9 kJ/mol
SMILES string: [NH3+][C@H](CO)CC=O
total charge: +1
HOMO-LUMO gap: 11.04 eV
E_LUMO: -3.419 eV

---

No. 4
Computed, not measured: 15 unconnected molecules or ions with the total composition C51H72O45, with ωB97M-V/def2-TZVPD.

Geometry as XYZ:
```
168
Properties=species:S:1:pos:R:3:lowdin_spin:R:1
O 0.52 3.20 4.03 0.000
O 2.22 3.88 -5.80 0.000
O -1.89 1.47 -3.25 0.000
O -6.25 -0.97 2.25 0.000
O 5.28 0.99 3.08 0.000
O -1.14 2.72 0.77 0.000
O 5.59 2.89 4.36 0.000
O -1.93 -5.12 3.37 0.000
O 4.44 5.14 -2.12 0.000
O 0.36 0.12 -1.75 0.000
O -1.25 -3.66 1.81 0.002
O -1.75 4.76 1.18 0.000
O 4.20 -1.09 -1.94 0.000
O -0.44 1.22 3.35 0.000
O -0.63 -0.87 -6.66 0.000
O 1.33 -0.20 -5.75 0.000
O -2.89 -3.13 3.29 0.000
O -3.29 2.99 1.42 0.000
O -0.08 -2.94 5.39 0.000
O 3.94 2.72 2.92 0.000
O 3.56 -7.69 -1.91 0.685
O -1.34 3.39 -2.38 0.000
O -4.81 -0.02 -1.72 0.000
O 5.45 5.73 -4.06 0.000
O 3.82 -2.08 0.08 0.000
O 1.13 -2.32 -6.63 0.000
O 4.11 2.92 -6.54 0.000
O -6.39 1.38 -2.21 0.000
O 1.74 -7.42 -0.56 0.147
O 1.80 -3.90 5.00 0.000
O 2.64 -5.68 -1.50 0.007
O -5.66 -0.01 4.27 0.000
O -6.07 -0.52 -3.49 0.000
O -1.93 -3.63 -1.74 0.000
O -3.97 -4.39 -2.05 0.000
O -3.67 -3.19 -0.25 0.000
O 2.08 1.28 -0.87 0.000
O 6.11 3.95 -2.76 0.000
O 2.62 -2.55 -1.71 0.000
O 0.80 -0.14 0.41 0.000
O -4.12 -0.31 2.74 0.000
O 0.93 1.35 5.13 0.000
O 3.53 3.04 -4.30 0.000
O 0.52 -4.68 6.76 0.000
O -3.34 3.10 -2.76 0.000
C -3.09 -3.71 -1.36 0.000
C -2.18 2.53 -2.80 0.000
C 3.33 1.74 2.05 0.000
C 0.28 -6.65 0.93 0.053
C -5.22 -4.27 -1.46 0.000
C 0.77 -6.47 -0.53 0.044
C 4.25 0.55 2.27 0.000
C 0.40 0.76 -5.35 0.000
C -5.68 2.03 -1.17 0.000
C -3.44 0.28 3.81 0.000
C -0.61 -0.81 -1.37 0.000
C 2.35 3.38 -3.58 0.000
C -6.77 2.36 -0.19 0.000
C -5.73 0.28 -2.57 0.000
C 6.98 2.95 -0.69 0.000
C 1.67 2.34 5.83 0.000
C -3.33 4.42 -2.27 0.000
C 2.41 -2.04 -3.07 0.000
C 5.75 3.29 -1.64 0.000
C -0.36 4.87 0.91 0.000
C 0.01 3.44 0.62 0.000
C -5.05 -3.44 -0.19 0.000
C 3.59 -1.95 -1.12 0.000
C 4.27 -0.79 -4.38 0.000
C -0.27 -1.06 0.09 0.000
C 4.95 2.25 3.54 0.000
C -0.82 0.47 -6.21 0.000
C -2.87 -5.15 4.39 0.000
C -2.13 3.47 1.17 0.000
C -5.42 -0.44 2.97 0.000
C -4.59 0.60 4.84 0.000
C 1.92 -2.76 4.21 0.000
C 0.63 -1.21 -6.42 0.000
C 0.60 -2.03 4.58 0.000
C 1.17 0.47 -0.73 0.000
C 0.26 1.88 4.14 0.000
C 2.70 -6.98 -1.36 0.038
C 3.35 3.21 -5.60 0.000
C 1.54 -5.15 -0.77 0.004
C 1.41 3.59 5.07 0.000
C -1.90 -3.91 2.83 0.000
C 5.34 5.02 -3.06 0.000
C 2.22 -3.09 2.70 0.000
C 3.39 -0.85 -3.11 0.000
C -4.82 0.93 -0.66 0.000
C 1.63 4.26 -4.58 0.000
C 4.71 4.17 -1.04 0.000
C -1.44 -0.81 1.03 0.000
C -3.58 -3.88 4.27 0.000
C 0.69 -3.98 5.70 0.000
C -1.90 4.70 -2.35 0.000
H -5.70 -5.21 -1.17 0.000
H -1.54 5.24 -1.47 0.000
H 0.93 4.27 5.77 0.000
H -3.95 4.98 -2.96 0.000
H -1.73 0.41 -5.61 0.000
H -5.28 -3.82 0.80 0.000
H 2.47 -2.15 2.21 0.000
H 0.92 -4.37 -1.19 0.000
H 3.08 -3.74 2.75 0.000
H 4.84 0.14 -4.32 0.000
H -0.64 -6.07 0.95 0.008
H -5.17 2.95 -1.47 0.000
H -2.76 -0.38 4.33 0.000
H -2.83 1.16 3.59 0.000
H -0.04 -2.12 0.05 0.000
H -7.46 1.53 -0.02 0.000
H 0.21 0.56 -4.30 0.000
H 0.12 -1.79 3.63 0.000
H 5.27 2.38 -1.97 0.000
H 7.62 3.83 -0.63 0.000
H 3.19 1.96 0.99 0.000
H -5.28 0.54 0.25 0.000
H -2.43 -5.32 5.37 0.000
H 5.08 4.62 -0.12 0.000
H 1.37 -3.55 2.19 0.000
H -0.67 -1.78 -1.86 0.000
H -1.83 0.18 0.78 0.000
H 3.72 -0.80 -5.33 0.000
H -0.19 5.37 -0.04 0.000
H 0.79 3.02 1.26 0.000
H 0.03 -7.70 1.14 0.000
H 1.37 -1.76 -3.17 0.000
H -3.81 1.17 -0.34 0.000
H -3.64 4.45 -1.22 0.000
H 2.97 0.14 -2.93 0.000
H -1.64 5.34 -3.19 0.000
H -4.44 0.05 5.78 0.000
H 4.49 0.32 1.23 0.000
H -0.93 1.15 -7.05 0.000
H 1.84 2.49 -3.21 0.000
H 7.59 2.13 -1.07 0.000
H 0.73 1.79 -5.48 0.000
H 1.83 5.32 -4.41 0.000
H -5.52 -2.47 -0.38 0.000
H 3.73 -0.33 2.62 0.000
H -3.59 -3.31 5.20 0.000
H -1.18 -1.00 2.07 0.000
H -2.27 -1.47 0.76 0.000
H 2.33 4.04 4.70 0.000
H -4.63 -4.14 4.10 0.000
H -7.24 3.28 -0.54 0.000
H 0.17 5.18 1.81 0.000
H -1.58 -0.33 -1.46 0.000
H -4.76 1.64 5.09 0.000
H 1.39 2.48 6.87 0.000
H -5.84 -3.69 -2.14 0.000
H 1.86 -4.77 0.20 0.001
H 3.93 3.44 -0.81 0.000
H -0.07 -6.74 -1.16 0.010
H 0.86 -1.08 5.04 0.000
H 2.75 -2.75 -3.83 0.000
H 6.70 2.73 0.35 0.000
H 4.89 -1.68 -4.40 0.000
H 2.51 3.95 -2.66 0.000
H 1.01 -6.23 1.62 0.001
H 2.75 2.22 5.74 0.000
H 2.36 1.61 2.54 0.000
H -3.61 -5.95 4.35 0.000
H 2.69 -2.12 4.65 0.000
H 0.34 3.37 -0.42 0.000
H 0.57 4.04 -4.45 0.000
H -6.32 2.61 0.76 0.000
```

Summary:
max |F|: 6.65 eV Å⁻¹
ΔE to the lowest compared entry with this formula, charge and spin: 0.8 kJ/mol
2S+1: 2
total charge: +1
HOMO-LUMO gap (spin up / spin down): 8.83 / 2.38 eV
expectation value of S²: 0.761
E_LUMO (spin up / spin down): -3.176 / -9.625 eV

---

No. 5
Computed, not measured: 2 unconnected molecules or ions with the total composition C4H10N3, with ωB97M-V/def2-TZVPD.

Geometry as XYZ:
```
17
Properties=species:S:1:pos:R:3:mulliken_charge:R:1
N 0.07 -0.64 -0.08 0.541
N -1.79 0.69 -1.69 -0.314
N -0.45 -1.47 -1.02 -0.817
C 1.07 0.12 -0.26 0.359
C -2.58 1.37 -2.18 -0.143
C -0.52 -0.81 1.37 -0.989
C 1.60 1.10 0.80 -1.265
H -0.75 -1.81 1.57 0.363
H 1.78 0.61 1.74 0.389
H -1.39 -0.23 1.46 0.404
H 2.63 1.60 0.49 0.317
H 0.11 -0.42 2.08 0.355
H -1.40 -1.51 -1.06 0.338
H -3.32 2.03 -2.55 0.423
H 1.71 0.08 -1.14 0.380
H 0.90 1.97 1.00 0.327
H -0.22 -1.01 -1.89 0.332
```

Summary:
max |F|: 4.12 eV Å⁻¹
ΔE to the lowest compared entry with this formula, charge and spin: 324.0 kJ/mol
total charge: +1
HOMO-LUMO gap: 10.62 eV
E_LUMO: -3.789 eV

---

- Which value of max |F| does entry 5 give?
  4.12 eV Å⁻¹

---

- What is the total charge in the fifth record?
  +1

---

- The highest ΔE to the lowest compared entry with this formula, charge and spin belongs to which entry?
  C7H5N5